Below is a 2-piece molecular cluster, C39H38N5 overall in a non-equilibrium geometry, with properties calculated with ωB97M-V/def2-TZVPD.

## Properties
HOMO level = -8.9453 eV
charge = +1

CARTESIAN COORDINATES (ANGSTROEM)
C  4.864  3.113  3.279
N  3.521  2.590  3.147
C  2.431  3.358  2.893
C  1.260  2.555  2.960
C  -0.043  3.024  2.807
C  -1.262  2.304  3.089
C  -1.482  1.103  2.389
C  -2.676  0.409  2.449
C  -3.671  0.837  3.343
C  -3.437  1.979  4.134
C  -2.275  2.728  3.986
C  1.726  1.195  3.285
C  1.099  -0.001  3.578
C  1.885  -1.130  3.865
C  3.285  -1.065  3.850
C  3.943  0.150  3.602
C  3.139  1.256  3.339
H  5.546  2.267  3.385
H  5.142  3.705  2.395
H  4.944  3.765  4.162
H  2.525  4.416  2.669
H  -0.116  4.099  2.619
H  -0.669  0.732  1.764
H  -2.830  -0.452  1.800
H  -4.615  0.285  3.417
H  -4.188  2.307  4.852
H  -2.099  3.638  4.569
H  0.014  -0.067  3.596
H  1.389  -2.069  4.105
H  3.864  -1.967  4.055
H  5.027  0.252  3.635
C  -1.491  -7.161  0.103
C  -2.788  -6.730  0.415
C  -3.286  -5.531  -0.106
C  -2.486  -4.742  -0.950
C  -3.045  -3.444  -1.505
N  -2.104  -2.666  -2.343
C  -2.412  -2.639  -3.754
C  -1.233  -2.215  -4.604
N  -0.464  -1.146  -4.007
C  0.310  -0.312  -4.906
C  1.506  0.291  -4.206
N  1.132  0.852  -2.931
C  2.100  1.794  -2.332
C  1.472  3.097  -1.860
C  2.226  3.998  -1.086
C  1.654  5.203  -0.666
C  0.341  5.534  -1.019
C  -0.401  4.639  -1.790
C  0.164  3.432  -2.220
C  0.292  0.143  -2.120
C  0.149  0.448  -0.756
N  -0.650  -0.276  0.011
C  -1.326  -1.342  -0.437
C  -1.306  -1.688  -1.804
C  -0.470  -0.921  -2.666
C  -1.196  -5.174  -1.268
C  -0.704  -6.379  -0.749
H  -1.100  -8.092  0.518
H  -3.414  -7.343  1.066
H  -4.298  -5.186  0.137
H  -3.917  -3.668  -2.141
H  -3.416  -2.814  -0.679
H  -2.742  -3.649  -4.027
H  -3.256  -1.953  -3.950
H  -0.601  -3.102  -4.777
H  -1.605  -1.871  -5.579
H  0.642  -0.939  -5.746
H  -0.321  0.500  -5.313
H  2.280  -0.488  -4.087
H  1.934  1.098  -4.814
H  2.617  1.309  -1.486
H  2.856  2.010  -3.104
H  3.258  3.736  -0.824
H  2.243  5.898  -0.071
H  -0.093  6.485  -0.709
H  -1.423  4.868  -2.083
H  -0.412  2.741  -2.844
H  0.719  1.257  -0.295
H  -1.906  -1.921  0.289
H  -0.572  -4.558  -1.923
H  0.299  -6.700  -1.024

***

Below is a 5-piece molecular cluster, C59H42NO12P overall, with properties calculated with ωB97M-V/def2-TZVPD.

## Properties
HOMO level = -9.7474 eV
structure (SMILES) = O=C1c2ccccc2C(=O)c2ccccc21.O=C1c2ccccc2C(=O)c2ccccc21.O=C1c2ccccc2C(=O)c2ccccc21.O=C1c2ccccc2C(=O)c2ccccc21.NCCOCP(=O)(O)O

CARTESIAN COORDINATES (ANGSTROEM)
O  -5.120  -6.030  0.821
C  -4.555  -5.088  0.308
C  -3.936  -5.207  -1.046
C  -4.038  -6.415  -1.724
C  -3.475  -6.554  -2.982
C  -2.804  -5.486  -3.568
C  -2.694  -4.282  -2.894
C  -3.260  -4.135  -1.633
C  -3.116  -2.838  -0.916
O  -2.461  -1.924  -1.381
C  -3.773  -2.705  0.413
C  -3.691  -1.488  1.074
C  -4.253  -1.337  2.330
C  -4.926  -2.404  2.917
C  -5.031  -3.616  2.254
C  -4.451  -3.775  1.001
H  -4.560  -7.236  -1.253
H  -3.556  -7.496  -3.508
H  -2.364  -5.596  -4.551
H  -2.166  -3.449  -3.336
H  -3.186  -0.663  0.596
H  -4.170  -0.388  2.846
H  -5.372  -2.286  3.896
H  -5.552  -4.452  2.699
O  -5.508  9.246  -0.431
C  -4.409  8.760  -0.590
C  -4.043  7.454  0.026
C  -4.993  6.770  0.776
C  -4.678  5.546  1.342
C  -3.412  4.997  1.165
C  -2.463  5.678  0.422
C  -2.770  6.907  -0.148
C  -1.722  7.619  -0.932
O  -0.605  7.160  -1.050
C  -2.095  8.915  -1.569
C  -1.148  9.587  -2.332
C  -1.477  10.785  -2.943
C  -2.754  11.317  -2.794
C  -3.699  10.654  -2.031
C  -3.374  9.452  -1.415
H  -5.973  7.208  0.904
H  -5.416  5.013  1.926
H  -3.180  4.038  1.611
H  -1.472  5.271  0.265
H  -0.161  9.159  -2.438
H  -0.739  11.307  -3.538
H  -3.010  12.252  -3.275
H  -4.695  11.056  -1.902
O  3.819  -5.836  6.291
C  3.698  -4.706  5.871
C  3.720  -4.419  4.407
C  3.855  -5.475  3.515
C  3.857  -5.232  2.152
C  3.723  -3.933  1.672
C  3.596  -2.877  2.558
C  3.595  -3.115  3.926
C  3.463  -1.958  4.856
O  3.396  -0.821  4.438
C  3.414  -2.246  6.318
C  3.257  -1.189  7.207
C  3.196  -1.435  8.568
C  3.291  -2.738  9.047
C  3.452  -3.793  8.166
C  3.516  -3.552  6.799
H  3.956  -6.479  3.903
H  3.962  -6.056  1.458
H  3.721  -3.745  0.607
H  3.506  -1.862  2.195
H  3.184  -0.183  6.818
H  3.072  -0.612  9.259
H  3.239  -2.927  10.111
H  3.531  -4.811  8.523
O  4.812  -1.190  -3.696
C  4.007  -1.646  -4.479
C  4.447  -2.306  -5.743
C  5.807  -2.414  -6.006
C  6.238  -3.038  -7.164
C  5.313  -3.557  -8.064
C  3.957  -3.447  -7.810
C  3.518  -2.820  -6.650
C  2.052  -2.703  -6.403
O  1.245  -3.119  -7.206
C  1.613  -2.061  -5.130
C  0.253  -1.962  -4.860
C  -0.180  -1.389  -3.677
C  0.749  -0.913  -2.757
C  2.104  -0.998  -3.022
C  2.542  -1.571  -4.211
H  6.512  -2.006  -5.296
H  7.297  -3.122  -7.368
H  5.654  -4.048  -8.967
H  3.225  -3.840  -8.502
H  -0.452  -2.344  -5.587
H  -1.236  -1.322  -3.454
H  0.404  -0.478  -1.828
H  2.838  -0.630  -2.318
N  3.093  0.771  1.090
C  1.876  1.138  0.364
C  1.250  2.454  0.798
O  0.920  2.397  2.183
C  -0.385  2.826  2.500
P  -1.686  1.580  2.284
O  -2.953  1.997  2.884
O  -1.860  1.292  0.717
O  -1.115  0.253  2.964
H  2.831  0.418  2.007
H  3.627  1.612  1.291
H  1.139  0.344  0.539
H  2.088  1.182  -0.707
H  1.961  3.273  0.639
H  0.369  2.680  0.188
H  -0.420  3.035  3.572
H  -0.657  3.748  1.976
H  -1.174  0.753  0.299
H  -0.334  -0.125  2.536

***

Below is a 2-piece molecular cluster, C2H9NO overall, with properties calculated with ωB97M-V/def2-TZVPD.

## Properties
HOMO level = -9.7973 eV
structure (SMILES) = COC.N

CARTESIAN COORDINATES (ANGSTROEM)
C  -0.586  -1.007  0.825
O  0.073  -0.770  -0.399
C  -0.744  -0.388  -1.465
H  -0.014  -0.513  1.601
H  -1.620  -0.665  0.816
H  -0.608  -2.072  1.048
H  -1.495  -1.138  -1.727
H  -1.292  0.539  -1.261
H  -0.098  -0.186  -2.311
N  1.294  1.897  1.000
H  0.872  1.206  0.388
H  2.143  2.254  0.581
H  0.655  2.683  1.026

***

Below is C14H32BF6Mg2NO10S2 as an isolated structure in a non-equilibrium geometry, with properties calculated with ωB97M-V/def2-TZVPD.

## Properties
HOMO level = -16.0463 eV
charge = +2

CARTESIAN COORDINATES (ANGSTROEM)
Mg  1.132  -2.150  -1.582
Mg  -0.615  1.034  1.991
C  -1.205  4.975  2.215
F  -2.122  5.354  3.091
F  -0.821  5.972  1.435
F  -0.146  4.428  2.856
S  -1.975  3.641  1.158
O  -2.855  2.916  2.019
O  -2.469  4.223  -0.023
N  -0.749  2.584  0.838
S  0.212  2.971  -0.415
O  0.418  4.352  -0.551
O  1.352  2.103  -0.348
C  -0.711  2.443  -1.961
F  -1.000  3.496  -2.685
F  0.077  1.624  -2.677
F  -1.834  1.788  -1.652
B  0.455  -0.859  -0.112
H  0.065  -1.982  -0.017
H  -0.138  -0.118  0.617
H  1.631  -0.759  0.010
H  0.243  -0.494  -1.228
C  -3.527  0.295  0.807
O  -2.387  -0.018  1.611
C  -2.697  -0.945  2.655
C  -1.411  -1.624  3.084
O  -0.411  -0.596  3.127
C  0.911  -1.008  3.478
C  1.776  0.216  3.622
O  1.470  1.162  2.597
C  2.241  2.378  2.706
H  -4.364  0.584  1.450
H  -3.836  -0.587  0.244
H  -3.303  1.137  0.171
H  -3.446  -1.669  2.330
H  -3.137  -0.394  3.494
H  -1.102  -2.408  2.385
H  -1.509  -2.083  4.070
H  1.277  -1.677  2.688
H  0.953  -1.608  4.392
H  2.843  -0.033  3.618
H  1.639  0.667  4.616
H  3.111  2.315  2.053
H  2.546  2.559  3.733
H  1.621  3.178  2.316
C  3.802  -0.511  -1.351
O  2.706  -1.032  -2.137
C  2.705  -0.450  -3.450
C  1.599  -1.069  -4.329
O  0.785  -1.943  -3.519
C  -0.362  -2.483  -4.180
C  -0.993  -3.528  -3.250
O  -0.544  -3.327  -1.897
C  -1.246  -4.178  -0.945
H  3.666  -0.857  -0.332
H  3.752  0.579  -1.335
H  4.746  -0.858  -1.764
H  3.669  -0.581  -3.942
H  2.552  0.619  -3.288
H  2.096  -1.725  -5.043
H  1.002  -0.287  -4.791
H  -0.093  -2.979  -5.117
H  -1.012  -1.659  -4.488
H  -0.677  -4.515  -3.591
H  -2.080  -3.458  -3.276
H  -2.108  -3.626  -0.571
H  -0.549  -4.454  -0.164
H  -1.620  -5.058  -1.465

***

Below is a 2-piece molecular cluster, C8H8INOS overall in a non-equilibrium geometry, with properties calculated with ωB97M-V/def2-TZVPD.

## Properties
HOMO level (alpha / beta) = -6.6952 / -6.7013 eV

CARTESIAN COORDINATES (ANGSTROEM)
C  -0.369  -3.337  -2.198
C  0.371  -2.183  -1.959
C  -1.217  -3.439  -1.076
C  -0.176  -1.661  -0.763
C  0.265  -0.466  -0.218
C  0.456  2.076  0.228
C  -0.598  1.601  1.196
C  -0.815  2.686  2.253
N  -1.077  0.481  1.288
O  -1.154  -2.374  -0.276
S  1.505  0.677  -0.368
I  4.646  2.195  0.736
H  -0.002  -4.124  -2.820
H  1.153  -1.787  -2.366
H  -1.948  -4.267  -1.077
H  0.170  2.509  -0.703
H  1.192  2.616  0.716
H  0.177  3.127  2.250
H  -1.109  2.116  3.187
H  -1.471  3.554  1.969

***

Below is C28H30AuBrN2O2S as an isolated structure in a non-equilibrium geometry, with properties calculated with ωB97M-V/def2-TZVPD.

## Properties
HOMO level (alpha / beta) = -6.3750 / -6.2162 eV
2S+1 = 3

CARTESIAN COORDINATES (ANGSTROEM)
Au  -17.321  -1.237  9.020
Br  -17.855  2.635  12.800
C  -16.022  2.924  12.518
C  -15.480  4.105  13.087
C  -14.105  4.349  13.004
C  -13.368  3.451  12.269
C  -13.920  2.362  11.613
C  -15.272  2.044  11.723
C  -15.834  0.795  11.087
O  -15.809  -0.289  11.735
O  -16.322  0.959  9.925
H  -16.157  4.785  13.619
H  -13.638  5.221  13.436
H  -12.278  3.613  12.259
H  -13.326  1.643  10.994
C  -17.142  2.956  8.049
N  -17.998  1.750  8.078
C  -18.478  1.421  6.753
C  -19.101  1.992  9.050
C  -19.985  0.774  9.321
C  -21.341  1.039  9.596
C  -22.149  0.039  10.015
C  -21.582  -1.229  10.106
C  -20.283  -1.523  9.739
C  -19.395  -0.470  9.376
H  -16.366  2.857  7.288
H  -16.708  3.075  8.955
H  -17.814  3.751  7.766
H  -17.400  1.001  8.372
H  -18.851  2.389  6.318
H  -19.321  0.768  6.829
H  -17.726  1.029  6.127
H  -19.593  2.808  8.634
H  -18.648  2.355  10.014
H  -21.664  2.066  9.498
H  -23.161  0.204  10.439
H  -22.155  -2.055  10.492
H  -19.935  -2.486  10.007
S  -15.108  -1.247  7.980
C  -13.791  -0.890  9.193
C  -12.699  -0.101  8.819
C  -11.548  -0.043  9.628
C  -11.502  -0.652  10.871
C  -12.619  -1.397  11.258
C  -13.712  -1.551  10.431
H  -12.743  0.545  7.962
H  -10.699  0.490  9.187
H  -10.580  -0.715  11.345
H  -12.678  -1.918  12.236
H  -14.535  -2.152  10.769
C  -17.767  -4.160  7.019
C  -18.029  -4.287  8.408
C  -18.323  -5.512  9.126
C  -18.299  -5.188  10.507
C  -18.038  -3.857  10.577
C  -17.777  -3.002  11.772
N  -17.846  -3.295  9.249
H  -18.105  -5.043  6.559
H  -16.671  -4.155  6.802
H  -18.341  -3.425  6.410
H  -18.514  -6.450  8.619
H  -18.438  -5.872  11.334
H  -16.914  -2.312  11.738
H  -17.618  -3.713  12.597
H  -18.647  -2.480  12.078

***

Below is an isolated ion of composition C6H11O5S and charge -1 in a non-equilibrium geometry, with properties calculated with ωB97M-V/def2-TZVPD.

## Properties
HOMO level = -4.6066 eV
charge = -1
structure (SMILES) = CCOC(=O)CCCS(=O)(=O)[O-]

CARTESIAN COORDINATES (ANGSTROEM)
C  2.459  0.035  0.305
C  2.146  1.155  -0.788
O  0.735  1.409  -1.014
C  0.082  1.873  0.151
O  0.455  2.967  0.634
C  -1.054  1.053  0.895
C  -2.067  0.289  -0.067
C  -1.441  -0.949  -0.851
S  -1.066  -2.415  0.211
O  -2.279  -2.973  0.908
O  0.104  -2.124  1.153
O  -0.527  -3.578  -0.823
H  1.779  0.046  1.212
H  3.521  0.246  0.692
H  2.412  -1.000  -0.154
H  2.558  0.760  -1.784
H  2.636  2.141  -0.513
H  -0.562  0.395  1.683
H  -1.673  1.830  1.473
H  -2.564  0.972  -0.838
H  -2.922  -0.125  0.581
H  -2.227  -1.285  -1.619
H  -0.505  -0.721  -1.447